# 1
Below is 9 unconnected molecules or ions with the total composition H19O9, with properties calculated with the ωB97M-V functional and the def2-TZVPD basis.

```
28
Properties=species:S:1:pos:R:3:forces:R:3
O -0.473189 -0.015664 0.198146 5.2 -3.0 -0.3
H -0.035500 -0.381976 -0.687639 -0.1 0.8 2.3
H -1.216605 0.394167 -0.072045 -5.0 3.0 -1.3
H 0.083977 0.625188 0.755459 -0.3 -0.8 -0.7
O -2.390772 -1.735868 1.478274 0.6 0.3 0.1
H -2.961552 -1.898031 2.242671 -0.3 0.0 -0.8
H -2.863527 -1.653862 0.636728 -0.4 -0.4 0.7
O 0.112268 1.821575 2.492240 2.0 -2.1 0.9
H 0.248451 1.175860 3.245003 1.4 0.6 -1.1
H -0.773197 1.843905 2.739333 -3.5 1.2 -0.2
O 1.903006 -1.066861 0.748191 0.5 1.0 -0.3
H 1.721158 -1.808213 1.318071 0.1 -0.3 0.5
H 2.699984 -0.597126 1.078394 -0.6 -0.6 -0.3
O 3.322731 1.370465 -0.883014 -0.6 0.9 2.2
H 3.534033 0.883866 -1.662151 -0.6 -0.5 -0.7
H 2.366091 1.515977 -0.609132 1.7 -0.6 -1.5
O 0.885046 -1.660274 -2.175380 -0.3 -0.3 -3.5
H 1.681517 -1.963245 -1.754829 0.8 -0.2 0.4
H 1.003848 -1.915469 -3.197651 -0.4 0.9 3.4
O -1.260177 -3.343031 -1.330697 3.2 2.0 0.5
H -0.436291 -2.730543 -1.634954 -2.7 -2.1 0.8
H -0.970247 -3.562228 -0.406138 -0.7 0.1 -1.2
O -2.563865 2.015797 -0.167864 -2.4 0.5 -0.6
H -2.169943 2.891678 0.057674 -1.1 -0.8 -0.4
H -3.588409 2.115838 -0.423308 3.7 0.1 1.0
O 0.809917 2.212156 -0.589742 0.1 -3.3 -4.1
H 0.681591 2.811778 0.044391 -0.6 4.0 4.1
H 0.649655 2.654144 -1.440032 0.2 -0.2 0.3
```
Forces are in eV/Å.

As for the net charge: +1. The relative energy (zero: lowest compared OMol25 entry of this formula, charge and spin) is 3.9234 eV. The total energy comes out at -688.232547 Eh. The max |F| is 6.1 eV Å⁻¹. For the HOMO-LUMO gap, the calculation gives 10.3 eV.

***

# 2
Below is a molecular structure, C62H28F15GeN4O2S5Zr, with properties calculated with the ωB97M-V functional and the def2-TZVPD basis.

```
118
Properties=species:S:1:pos:R:3:forces:R:3
Zr 0.046700 -0.798600 -1.417500 -1.5 0.7 2.1
C 1.592600 -6.235400 4.005300 0.0 0.0 0.0
C 2.548000 -5.810900 3.097100 0.1 -0.1 0.1
C 2.229100 -4.868700 2.137800 -0.1 -0.1 -0.1
C 0.945300 -4.333100 2.073800 0.0 -0.1 0.1
C -0.017900 -4.785500 2.972300 0.0 0.0 -0.1
C 0.307300 -5.725600 3.933500 -0.1 -0.1 0.1
C 0.619900 -3.259200 1.111900 -0.1 0.3 -0.3
C 1.385400 -2.087200 1.180800 -0.2 -0.1 0.2
C 2.517300 -1.869200 2.046600 0.0 0.2 -0.2
C 3.107900 -0.718900 1.638700 -0.2 -0.2 0.0
C 2.303500 -0.194300 0.563000 0.2 0.1 0.2
N 1.242200 -1.015100 0.348000 1.1 -0.3 0.9
C 2.601800 0.984900 -0.148900 -0.3 0.0 -0.1
C 1.704700 1.679000 -0.974800 0.3 0.1 0.3
C 1.957300 2.921600 -1.656300 -0.2 -0.1 -0.1
C 0.803900 3.284600 -2.273400 0.1 -0.2 0.2
C -0.144700 2.227000 -2.044800 -0.3 0.1 0.0
C -1.419900 2.135900 -2.625100 0.2 -0.3 0.1
C -1.896400 3.308700 -3.396400 -0.1 0.1 -0.1
C -1.251700 3.716600 -4.561400 -0.1 -0.1 0.0
C -1.690400 4.835200 -5.247300 0.0 0.1 -0.1
C -2.776500 5.559300 -4.784200 0.0 0.0 0.0
C -3.436000 5.143600 -3.639900 -0.1 0.1 0.0
C -3.004100 4.024000 -2.952500 0.1 0.0 0.0
C -2.223600 0.987300 -2.637000 0.0 0.2 0.1
N -1.920100 -0.206500 -2.053200 -1.1 0.3 -0.9
C -2.793000 -1.130600 -2.550100 -0.2 -0.2 0.0
C -2.720300 -2.513800 -2.344400 0.2 0.1 0.2
C -3.644700 -3.379100 -3.115500 -0.1 -0.1 0.0
C -5.001600 -3.410700 -2.817700 0.1 0.0 0.0
C -5.851400 -4.253400 -3.512200 -0.1 0.0 0.0
C -5.356000 -5.066900 -4.517800 0.0 -0.1 0.0
C -4.006700 -5.026900 -4.831100 0.0 -0.1 -0.1
C -3.152800 -4.189300 -4.134500 0.0 0.1 0.1
C -1.842200 -3.166900 -1.464000 -0.4 -0.1 0.0
C -1.868500 -4.571800 -1.150200 0.1 0.1 0.1
C -0.989600 -4.766600 -0.130500 -0.1 0.2 -0.1
C -0.391600 -3.491300 0.161800 0.0 -0.1 0.3
N -0.934700 -2.545100 -0.656800 -0.3 -1.0 0.1
C -3.748100 -0.472700 -3.401900 0.1 0.1 0.0
C -3.406800 0.837700 -3.445300 0.0 -0.2 0.1
N 0.411200 1.296700 -1.214300 0.2 0.9 -0.2
C 4.000000 1.437900 -0.067000 0.2 0.0 0.0
C 4.361100 2.745900 0.241900 0.0 -0.1 -0.1
C 5.695800 3.110700 0.270100 0.1 0.1 0.0
C 6.684400 2.174900 0.018400 0.0 -0.1 0.0
C 6.333000 0.868800 -0.276700 0.1 0.0 0.0
C 5.002600 0.503500 -0.328800 -0.1 0.1 -0.1
H 1.848000 -6.961900 4.763100 0.0 0.0 0.0
H 3.549100 -6.211400 3.144100 0.1 0.0 0.0
H 2.972400 -4.544500 1.424900 0.1 0.0 -0.1
H -1.017800 -4.378300 2.928100 -0.1 0.1 0.0
H -0.442900 -6.055300 4.637600 -0.1 0.0 0.0
H 2.818500 -2.516800 2.846400 0.1 0.0 0.1
H 3.973400 -0.240000 2.048700 0.2 0.1 0.1
H 2.890900 3.446300 -1.680600 0.1 0.1 0.0
H 0.626900 4.167400 -2.856800 0.0 0.1 -0.1
H -0.414400 3.144200 -4.935400 0.1 0.0 0.0
H -1.181600 5.146900 -6.147800 0.1 0.0 -0.1
H -3.107300 6.440900 -5.314100 0.0 0.0 0.0
H -4.289800 5.695200 -3.277000 -0.1 0.1 0.0
H -3.518700 3.698300 -2.060000 0.0 0.0 0.1
H -5.377000 -2.778300 -2.026800 -0.1 0.1 0.1
H -6.902800 -4.279900 -3.265000 -0.1 0.0 0.0
H -6.018600 -5.734100 -5.051800 0.0 0.0 0.0
H -3.618700 -5.655400 -5.620300 0.0 0.0 0.0
H -2.100100 -4.148700 -4.374600 0.1 0.0 0.0
H -2.479200 -5.308200 -1.640100 -0.1 -0.1 0.0
H -0.747900 -5.689500 0.362600 0.0 -0.1 0.1
H -4.555100 -0.956100 -3.914800 -0.2 -0.1 -0.1
H -3.880100 1.623700 -4.001300 -0.1 0.1 -0.1
H 3.594200 3.472900 0.467900 0.0 0.0 0.0
H 5.971700 4.129400 0.492100 0.0 0.1 0.1
H 7.724900 2.462300 0.050200 0.1 0.0 0.0
H 7.094300 0.129800 -0.472700 0.1 -0.1 0.0
H 4.722000 -0.505100 -0.598700 0.0 -0.1 0.0
S -1.549000 2.907700 0.904800 -0.3 -0.1 -0.1
S -3.464300 2.363300 1.533800 0.3 -0.2 0.1
S -3.416700 0.567000 0.529400 -0.1 0.2 0.1
S -1.687000 -0.302800 1.281200 0.1 0.6 0.2
O 1.472400 -1.520800 -2.400500 2.9 -1.2 -0.7
O 0.395700 -1.111800 -3.235300 -0.4 -0.3 -3.1
F 5.932500 1.007300 2.844000 0.4 -0.2 0.0
C 6.314000 1.927600 3.753100 -0.1 0.1 0.2
C 5.371000 2.834000 4.195800 0.1 -0.2 -0.2
C 5.814500 3.741400 5.138200 0.1 -0.2 0.0
F 4.960700 4.660200 5.611800 0.2 0.2 0.1
C 7.115400 3.750400 5.631600 -0.1 0.1 0.0
F 7.497900 4.643800 6.561000 0.0 -0.1 -0.1
C 8.034300 2.823300 5.158800 -0.2 -0.1 -0.1
F 9.296600 2.809300 5.622400 -0.3 0.0 -0.1
C 7.624400 1.895500 4.210000 0.1 0.0 -0.1
F 8.503000 0.989600 3.741200 -0.1 0.1 0.1
Ge 3.450800 2.583400 3.429900 0.2 0.6 0.5
S -0.531400 1.425100 1.825000 -0.3 -0.1 0.4
C 3.167400 4.537700 2.828500 -0.2 0.0 -0.3
C 4.052400 5.534800 2.470600 -0.3 -0.1 0.0
F 5.375700 5.334700 2.626100 0.1 0.3 -0.1
C 3.639500 6.745500 1.924200 0.0 0.0 0.0
F 4.529700 7.686800 1.558500 -0.1 -0.1 0.1
C 2.285600 6.983000 1.727900 0.1 -0.1 0.0
F 1.869500 8.145200 1.197100 0.1 -0.2 0.1
C 1.366900 5.997500 2.065600 -0.1 0.0 -0.1
F 0.053600 6.209200 1.871700 0.2 0.0 0.0
C 1.833300 4.803800 2.584900 0.2 0.1 -0.1
F 0.936600 3.831700 2.882700 -0.2 0.4 0.0
C 2.611700 2.954300 5.306900 -0.2 -0.3 -0.1
C 2.057100 4.069600 5.910500 0.0 -0.3 0.1
F 2.150700 5.279000 5.334300 -0.1 0.1 0.2
C 1.379900 4.006700 7.125000 0.0 0.0 -0.1
F 0.855600 5.119100 7.670600 0.0 -0.2 0.0
C 1.232800 2.789200 7.776100 0.2 0.0 -0.1
F 0.578200 2.719300 8.948700 0.1 0.0 -0.3
C 1.788800 1.649500 7.206200 0.0 -0.1 0.0
F 1.669800 0.452500 7.810000 0.0 0.2 0.0
C 2.456000 1.768200 5.998600 0.0 0.2 -0.1
F 2.991500 0.656700 5.440800 -0.2 -0.2 0.4
```
Forces are in eV/Å.

As for the net charge: -1. The relative energy (zero: lowest compared OMol25 entry of this formula, charge and spin) is 0.0000 eV. The total energy comes out at -8361.986721 Eh. The max |F| is 3.2 eV Å⁻¹. For the HOMO-LUMO gap, the calculation gives 5.5 eV.

***

# 3
Below is 2 unconnected molecules or ions with the total composition FHIPS, with properties calculated with the ωB97M-V functional and the def2-TZVPD basis.

```
5
Properties=species:S:1:pos:R:3:forces:R:3
S 3.106515 1.012474 2.129313 -1.0 0.8 -0.4
P 1.610530 1.967457 1.356933 0.7 -0.4 0.7
I -0.054478 2.583340 3.114637 0.4 -0.2 -0.3
F 1.483556 -1.562650 1.346348 0.1 1.2 1.5
H 1.589847 -0.926863 2.069044 -0.2 -1.4 -1.5
```
Forces are in eV/Å.

Its SMILES is S=PI.F. The relative energy (zero: lowest compared OMol25 entry of this formula, charge and spin) is 0.8873 eV. The total energy comes out at -1137.712148 Eh. The max |F| is 2.1 eV Å⁻¹. For the HOMO-LUMO gap, the calculation gives 7.4 eV.

***

# 4
Below is a molecular structure, C53H63CoNO8, with properties calculated with the ωB97M-V functional and the def2-TZVPD basis.

```
126
Properties=species:S:1:pos:R:3:forces:R:3
Co 1.943786 -1.873152 0.457723 -0.3 0.5 -0.1
C 1.959227 -2.331144 3.750745 0.1 0.0 -0.1
O 1.699230 -1.427122 2.676862 -0.1 0.1 -0.1
C 0.736544 -0.445438 2.940876 -0.1 -0.1 0.1
C -0.576338 -0.800546 3.198374 -0.1 -0.1 0.0
C -1.096401 -2.190809 2.902427 0.0 0.2 -0.2
C -1.750536 -2.209236 1.532961 -0.1 0.0 0.2
C -3.108219 -1.937625 1.433868 0.0 0.0 0.1
C -3.804844 -1.984448 0.230400 0.0 0.0 0.0
C -3.070699 -2.350879 -0.887224 0.0 0.0 -0.1
C -1.705597 -2.616383 -0.828022 -0.1 -0.1 -0.2
C -0.984531 -3.007390 -2.102844 0.0 0.2 0.1
C -0.453053 -1.771895 -2.794114 0.0 -0.1 0.0
C -1.299628 -0.984764 -3.571876 -0.1 0.0 0.0
C -0.905530 0.250402 -4.070364 0.0 0.0 0.0
C 0.363773 0.708554 -3.717469 0.0 0.1 0.0
C 1.242834 -0.060235 -2.971747 0.1 0.1 0.0
C 2.578353 0.489471 -2.546017 -0.1 0.1 0.1
C 2.502390 1.463324 -1.386118 0.1 0.0 -0.2
C 2.901716 2.779114 -1.566237 0.1 -0.1 -0.1
C 3.028159 3.675410 -0.505851 0.0 0.0 0.0
C 2.860881 3.137965 0.763038 0.1 0.0 0.1
C 2.463180 1.818112 0.980535 0.1 0.1 0.2
C 2.490007 1.266709 2.391985 -0.2 0.0 -0.1
C 1.129103 0.884651 2.911190 0.1 0.1 0.0
C 0.216703 1.853496 3.297508 0.0 0.0 0.0
C -1.080286 1.531467 3.696907 0.0 0.0 0.0
C -1.459631 0.198774 3.606662 0.0 0.0 0.0
C -2.019688 2.629479 4.198674 0.0 0.0 -0.1
C -2.226086 3.677032 3.095530 0.0 0.0 0.0
C -1.390372 3.299902 5.428599 0.0 0.0 0.0
C -3.386819 2.075674 4.599849 0.0 0.0 0.0
C 2.113588 1.000858 -0.108349 -0.2 -0.3 -0.1
O 1.432532 -0.134362 0.013560 0.0 0.4 0.1
C 3.402017 5.135319 -0.762842 0.0 0.0 0.0
C 4.791125 5.216755 -1.413761 0.0 0.0 0.0
C 2.368681 5.766944 -1.707654 0.0 0.0 0.0
C 3.429351 5.956178 0.527519 0.0 0.0 0.0
C 0.838737 -1.326850 -2.573664 -0.1 -0.1 -0.1
O 1.752423 -2.166793 -1.931180 0.1 0.0 0.1
C 2.340789 -3.102507 -2.815833 0.1 0.0 0.0
C -1.799005 1.100664 -4.974763 0.0 0.0 0.0
C -2.053133 2.465576 -4.318599 0.0 0.0 0.0
C -3.149353 0.434936 -5.237974 0.0 0.0 0.0
C -1.090439 1.308475 -6.321892 0.0 0.0 0.0
C -1.005820 -2.509024 0.380235 0.1 0.2 -0.1
O 0.300848 -2.777273 0.427478 -0.2 -0.1 0.2
C -5.308113 -1.706165 0.195190 0.0 0.0 0.0
C -6.041020 -2.733132 1.074590 0.0 0.0 0.0
C -5.873618 -1.803624 -1.222686 0.0 0.0 0.0
C -5.584405 -0.293883 0.730061 0.0 0.0 0.0
H 1.429348 -2.016836 4.646802 0.0 0.0 0.0
H 3.033780 -2.324762 3.950792 0.0 0.0 0.0
H 1.642810 -3.339551 3.481933 0.0 0.0 0.0
H -1.847613 -2.473342 3.641435 0.0 0.0 0.1
H -0.304888 -2.932880 2.923376 -0.1 0.1 0.0
H -3.641005 -1.694660 2.350655 0.0 -0.1 -0.1
H -3.560333 -2.442053 -1.851663 0.0 0.0 0.1
H -1.684958 -3.532706 -2.753343 0.0 0.0 -0.1
H -0.164352 -3.677699 -1.853305 0.0 0.1 -0.1
H -2.299943 -1.358217 -3.759563 0.1 0.0 0.0
H 0.693207 1.698524 -4.021674 0.0 -0.1 0.0
H 3.058362 0.997638 -3.384361 0.0 0.0 0.0
H 3.218486 -0.344094 -2.249904 0.1 0.0 0.0
H 3.148202 3.102749 -2.576303 0.0 0.0 0.1
H 3.062060 3.749665 1.637680 0.0 -0.1 0.0
H 2.942693 2.019442 3.039939 0.0 0.0 0.1
H 3.128501 0.383137 2.411971 0.1 0.0 0.0
H 0.543996 2.890053 3.277597 0.0 -0.1 0.0
H -2.480076 -0.096719 3.824280 0.1 0.0 0.0
H -1.277386 4.109535 2.771428 0.0 0.0 0.0
H -2.864665 4.488240 3.457448 0.0 0.0 0.0
H -2.701759 3.223578 2.222318 0.0 0.0 0.0
H -0.447685 3.790573 5.176963 0.0 0.0 0.0
H -1.188768 2.560071 6.207573 0.0 0.0 0.0
H -2.068276 4.055326 5.837495 0.0 0.0 0.0
H -3.893662 1.607504 3.751523 0.0 0.0 0.1
H -4.019281 2.891700 4.957968 0.0 0.0 0.0
H -3.299526 1.339231 5.403196 0.0 0.0 0.0
H 4.809139 4.701497 -2.376584 0.0 0.0 0.0
H 5.542654 4.755692 -0.767620 0.0 0.0 0.0
H 5.074675 6.261057 -1.582952 0.0 -0.1 0.0
H 2.341382 5.253067 -2.671195 0.0 0.0 0.1
H 2.612802 6.818720 -1.890420 0.0 -0.1 0.0
H 1.368781 5.715709 -1.269367 0.0 0.0 0.0
H 4.210970 5.610493 1.209430 -0.1 0.0 0.0
H 2.468551 5.910788 1.046511 0.0 0.0 0.0
H 3.635697 7.002953 0.288411 0.0 0.0 0.0
H 2.812180 -2.599436 -3.664675 0.0 0.0 0.0
H 1.598965 -3.807209 -3.203525 0.0 0.0 0.0
H 3.103861 -3.647034 -2.253716 0.0 0.0 0.0
H -2.591767 2.343252 -3.375410 0.0 0.0 0.0
H -2.652182 3.097606 -4.981017 0.0 0.0 0.0
H -1.119176 2.989183 -4.104647 0.0 0.0 0.0
H -3.699536 0.265659 -4.308815 0.0 0.0 0.0
H -3.031426 -0.522052 -5.752648 0.0 0.0 0.0
H -3.756782 1.084968 -5.872236 0.0 0.0 0.0
H -0.160406 1.868903 -6.199647 0.0 0.0 0.0
H -1.736027 1.866763 -7.007783 0.1 0.0 0.1
H -0.848011 0.346890 -6.782636 0.0 0.1 0.0
H -5.791909 -3.749442 0.758774 0.0 0.0 0.0
H -7.125677 -2.601571 0.996080 0.1 0.0 0.0
H -5.762698 -2.630142 2.125983 0.0 0.0 -0.1
H -5.756237 -2.810760 -1.632442 0.0 0.1 0.0
H -5.386955 -1.093107 -1.897209 0.0 0.0 0.0
H -6.942035 -1.572412 -1.203766 0.0 0.0 0.0
H -5.198412 -0.167644 1.744271 0.0 0.0 0.0
H -6.661378 -0.096243 0.748766 0.1 0.0 0.0
H -5.106411 0.455861 0.093780 0.0 0.0 0.0
O 5.899727 -1.963636 0.530566 0.5 0.1 0.0
C 4.603731 -2.159961 0.557220 0.2 -0.7 0.1
O 3.805705 -1.269054 0.410827 -0.3 0.8 -0.1
C 4.127727 -3.543079 0.775132 0.4 0.1 0.0
C 4.957154 -4.616990 0.962875 0.5 -0.1 0.0
C 4.382901 -5.865111 1.159545 0.2 0.0 0.0
C 3.011727 -5.952239 1.179385 -0.1 -0.1 0.1
C 2.241533 -4.804306 1.002985 -0.5 -0.1 -0.1
N 2.793706 -3.616718 0.778707 -0.5 -0.4 0.2
C 0.732086 -4.990120 1.172754 -0.1 0.6 -0.6
O 0.041735 -5.334950 0.072952 0.2 -0.6 0.3
O 0.255867 -5.041701 2.266204 0.1 -0.3 0.2
H 6.036371 -1.009497 0.394120 0.1 -0.1 0.0
H 6.028347 -4.459344 0.949793 -0.1 -0.1 0.0
H 4.991168 -6.746940 1.310138 0.0 0.0 0.0
H 2.516050 -6.898648 1.355842 0.0 0.1 0.0
H 0.501754 -5.033723 -0.721263 0.0 0.1 0.1
```
Forces are in eV/Å.

The multiplicity is 2. The expectation value of S² is 0.77. The total energy comes out at -4096.933003 Eh. The max |F| is 0.9 eV Å⁻¹. For the HOMO-LUMO gap (spin up / spin down), the calculation gives 5.4 / 5.5 eV.